{"formula": "C13H39O8", "method": "wB97M-V/def2-TZVPD", "gap_ev": 10.46, "total_charge": 1, "relative_energy_ev": 2.7943, "multiplicity": 1, "elements": ["C", "H", "C", "H", "H", "H", "H", "H", "C", "C", "H", "C", "H", "H", "O", "H", "H", "H", "C", "C", "H", "H", "H", "H", "H", "C", "C", "H", "H", "H", "O", "H", "H", "H", "H", "O", "C", "H", "O", "H", "H", "H", "H", "O", "H", "H", "H", "O", "C", "C", "C", "H", "H", "H", "H", "H", "H", "O", "O", "H"], "positions_angstrom": [[-1.4692, -2.3041, 3.1640], [-2.1612, -0.3931, 3.6440], [-2.7472, 2.0389, -0.2800], [4.5678, -1.4671, 1.9010], [-4.6842, 0.6249, 0.0240], [0.6138, -0.6211, 0.9010], [-1.6832, -2.8461, 1.0020], [-2.4452, -1.5801, 1.4070], [3.2208, -2.0061, 0.4630], [1.5358, 3.2129, -0.8450], [0.4788, 3.3059, -0.1680], [-3.6002, 0.7599, -0.5340], [3.0178, 1.8319, -0.9980], [4.9168, -2.1841, -1.1310], [-0.1572, -1.7021, 2.8840], [-1.8282, -1.6621, -1.1250], [3.6928, -0.9461, -1.1800], [0.5578, 0.0499, -2.2810], [-0.0362, -0.3041, -2.9440], [-0.0772, -1.7561, -2.3140], [-4.0662, 0.5299, -1.5290], [1.5458, 5.5289, -2.1190], [2.1308, 3.0379, -2.9340], [-3.1392, -1.4801, 4.1780], [1.5718, -2.7731, -0.3100], [-2.0782, -2.4181, 1.8120], [3.8838, -1.8571, -0.9500], [-1.7242, 2.0199, -1.8670], [-0.8562, 0.1579, -3.1880], [-0.1382, -0.7421, -4.6310], [2.0498, 1.8419, -0.5590], [-3.5092, 2.4649, 1.7230], [0.3198, 2.8699, -2.6320], [0.9338, -2.2751, -1.9590], [3.4228, -2.5041, -1.7200], [0.6048, -0.4461, -4.1710], [-2.6502, 2.3189, 1.2010], [0.3088, -1.4271, 3.5930], [1.8288, -1.9641, 0.2940], [-0.5592, -2.5361, -2.8970], [3.8598, 0.1179, 1.3380], [-1.9072, 1.7009, 1.7560], [3.0728, -0.8541, 2.4980], [0.9398, 4.7899, -2.6350], [0.9428, 0.7839, 0.2010], [3.2848, -2.9331, 1.1070], [2.2758, 3.6969, -0.5210], [0.3318, 0.2799, 0.7690], [-2.1952, -1.3361, 4.0880], [3.7048, -0.8911, 1.5550], [1.2778, 3.4329, -2.3240], [-2.9672, 0.0919, -0.1060], [-0.5372, 0.0539, 0.2270], [-3.0922, -2.9401, 1.8570], [-1.7892, -1.4151, 5.1590], [-1.2172, -3.4271, 3.4810], [-3.2002, 3.0069, -0.7400], [-0.7962, -1.4611, -1.1680], [-1.5372, 1.7359, -0.8400], [-2.0432, 3.1679, 1.3740]], "mulliken_charge": [0.7293, 0.3230, 0.3603, 0.4357, 0.3076, 0.2817, 0.6645, 0.1832, 0.4346, -0.6074, -0.0107, -0.6410, 0.3039, 0.3478, -0.3726, 0.2523, 0.1769, 0.3520, -0.5907, -0.0396, 0.3222, 0.3436, 0.2861, 0.5780, 0.2378, -1.6228, -1.1171, 0.2982, 0.4491, 0.3983, -0.6278, 0.5411, -0.0914, -0.3232, 0.3665, -0.5617, -1.5165, 0.2017, -0.5117, 0.4908, 0.3226, 0.0971, 0.2560, -0.5609, 0.5380, 0.3094, 0.8308, -0.0873, -1.5577, -1.2275, 0.0251, -0.2432, 0.1061, 0.4313, 0.3257, 0.2012, 0.3726, -0.2716, -0.3562, 0.4567]}